(1)
Entry from the OMol25 dataset: C3H6O3 in the gas phase (ωB97M-V/def2-TZVPD).

Properties
* LUMO: 0.631 eV
* multiplicity: 1
* gap between HOMO and LUMO: 0.408 Ha
* molecular weight: 90.1 g/mol
* HOMO level: -10.48 eV

Last column: Löwdin charge in e.
Geometry (Å):
O 0.6439 -0.2202 -1.3727  -0.014
O -1.7829 0.7612 -0.4025  -0.042
O 2.1630 1.0584 0.2797  0.064
C 0.3367 -0.4058 -0.0210  -0.354
C 1.2037 0.5285 0.7962  -0.168
C -1.1797 -0.3573 0.1892  -0.222
H -1.5989 -1.2974 -0.2038  0.126
H 1.0086 0.6234 1.8794  0.138
H -1.4096 -0.3202 1.2604  0.127
H 0.6699 -1.3967 0.3452  0.159
H -1.5104 0.7557 -1.3311  0.093
H 1.4747 0.2951 -1.3601  0.093


(2)
Entry from the OMol25 dataset: 2 unconnected molecules or ions with the total composition C3H6O3 (ωB97M-V/def2-TZVPD).

Properties
* LUMO: 0.574 eV
* multiplicity: 1
* gap between HOMO and LUMO: 0.352 Ha
* molecular weight: 90.1 g/mol
* HOMO level: -8.99 eV

Last column: Löwdin charge in e.
Geometry (Å):
O 0.8416 1.5326 -0.2352  -0.037
O 1.0429 -0.9819 -1.2330  0.000
O -1.9370 0.9233 -0.2539  -0.025
C 1.1842 -0.7521 0.0965  -0.208
C -1.8903 -0.2425 0.0732  -0.116
C 1.0579 0.4700 0.6232  -0.205
H -2.3087 -0.5890 1.0389  0.094
H 0.9647 -0.0974 -1.6339  0.107
H 1.1910 0.6799 1.6810  0.114
H 1.4005 -1.6438 0.6747  0.121
H -1.4318 -1.0157 -0.5699  0.084
H -0.1150 1.7166 -0.2614  0.072


(3)
Entry from the OMol25 dataset: C3H6O3 in the gas phase (ωB97M-V/def2-TZVPD).

Properties
* LUMO: 0.564 eV
* multiplicity: 1
* gap between HOMO and LUMO: 0.347 Ha
* molecular weight: 90.1 g/mol
* HOMO level: -8.89 eV

Last column: Löwdin charge in e.
Geometry (Å):
O 0.4281 -1.9705 0.8452  -0.051
O 1.1454 0.4304 -0.7908  -0.003
O -1.1743 1.2214 -1.7982  0.027
C 0.1883 -0.6175 1.1936  -0.218
C -0.0110 0.2307 -0.0179  -0.309
C -1.1525 0.6151 -0.5910  -0.129
H 1.6772 1.1144 -0.3621  0.117
H -2.1354 0.4658 -0.1586  0.133
H -0.6917 -0.6050 1.8431  0.126
H -0.2525 1.1871 -2.1084  0.100
H 1.0363 -0.2220 1.7780  0.121
H 1.0125 -1.9528 0.0753  0.086


(4)
Entry from the OMol25 dataset: 2 unconnected molecules or ions with the total composition C3H6O3 (ωB97M-V/def2-TZVPD).

Properties
* LUMO: 0.889 eV
* multiplicity: 1
* gap between HOMO and LUMO: 0.373 Ha
* molecular weight: 90.1 g/mol
* HOMO level: -9.26 eV

Last column: Löwdin charge in e.
Geometry (Å):
O 1.6018 1.2491 0.0574  0.043
O 0.4591 -0.7319 -1.4644  -0.034
O -0.5813 1.7961 0.2291  0.092
C 0.6536 1.6530 0.6874  -0.378
C 0.1122 -1.2494 -0.2478  -0.313
C -1.1564 -1.4142 0.1031  0.009
H 0.7094 1.9527 1.7378  0.146
H -0.6201 1.4116 -0.6659  0.120
H 1.2553 -0.1935 -1.3294  0.077
H 0.9385 -1.5107 0.4124  0.118
H -1.9457 -1.1301 -0.5851  0.065
H -1.4264 -1.8327 1.0652  0.055


So which one wins? Going from most stable to least: (4), (1), (3), (2).


(1)
Entry from the OMol25 dataset: 2 unconnected molecules or ions with the total composition C2H8NO2PS (ωB97M-V/def2-TZVPD).

Properties
* LUMO: 0.814 eV
* multiplicity: 1
* gap between HOMO and LUMO: 0.335 Ha
* molecular weight: 141.1 g/mol
* HOMO level: -8.31 eV

Last column: Löwdin charge in e.
Geometry (Å):
S 2.0984 1.4004 0.4551  0.337
P 2.0223 -0.7017 0.1619  0.374
O 1.5059 -0.7057 -1.3881  -0.379
O -2.0273 -0.1465 -1.3493  0.013
N 3.5455 -1.2855 -0.1136  -0.238
C -2.0938 0.3003 -0.2229  -0.285
C -3.4072 0.8904 0.4009  -0.019
H -3.8966 -0.1002 0.8772  0.142
H 3.7465 -1.7032 0.7480  -0.024
H 2.3793 1.2244 1.7435  -0.227
H -3.1877 1.5731 1.1028  0.022
H 0.5725 -0.4075 -1.4858  0.037
H -4.0370 1.0229 -0.3756  0.027
H -1.1869 0.3270 0.4783  0.107
H 3.9661 -1.6883 -1.0323  0.114


(2)
Entry from the OMol25 dataset: C2H8NO2PS in the gas phase (ωB97M-V/def2-TZVPD).

Properties
* LUMO: 0.726 eV
* multiplicity: 1
* gap between HOMO and LUMO: 0.359 Ha
* molecular weight: 141.1 g/mol
* HOMO level: -9.04 eV

Last column: Löwdin charge in e.
Geometry (Å):
S 1.4112 1.5895 0.7368  0.302
P 0.4820 0.3436 -0.3936  0.160
O 0.9967 -1.1236 -0.3859  -0.341
O -1.1093 0.0180 0.3553  -0.382
N 0.1341 0.4888 -2.0119  -0.095
C -2.0130 1.0988 0.6503  -0.174
C 1.7675 -1.6302 0.7289  -0.103
H 0.1390 -0.4886 -2.3611  0.069
H -2.0945 1.7045 -0.3063  0.084
H 2.2633 -2.5372 0.4718  0.069
H -0.7872 0.9435 -2.3081  0.098
H -3.0535 0.7821 0.8986  0.085
H -1.7063 1.6338 1.5184  0.049
H 0.9594 -1.8307 1.5258  0.131
H 2.6107 -0.9924 0.8811  0.047


So which one wins? Going from most stable to least: (2), (1).


(1)
Entry from the OMol25 dataset: 2 unconnected molecules or ions with the total composition C3H4O3S (ωB97M-V/def2-TZVPD).

Properties
* LUMO: -1.007 eV
* multiplicity: 1
* gap between HOMO and LUMO: 0.307 Ha
* molecular weight: 120.1 g/mol
* HOMO level: -9.37 eV

Last column: Löwdin charge in e.
Geometry (Å):
S -3.0415 -0.2979 0.2350  0.899
O -0.3550 1.7557 0.1581  0.078
O -2.1439 -1.0945 -0.5790  -0.444
O -2.7838 -0.2516 1.6252  -0.411
C 1.7807 0.4259 -0.3244  -0.049
C 0.4352 0.8492 -0.0241  -0.440
C 0.5915 -0.5568 -0.1843  -0.069
H 2.4378 0.8560 -1.1730  0.143
H 2.4569 0.4476 0.4950  0.089
H 0.0219 -1.0496 -0.9653  0.094
H 0.6004 -1.0839 0.7368  0.110


(2)
Entry from the OMol25 dataset: C3H4O3S in the gas phase (ωB97M-V/def2-TZVPD).

Properties
* LUMO: 0.063 eV
* multiplicity: 1
* gap between HOMO and LUMO: 0.332 Ha
* molecular weight: 120.1 g/mol
* HOMO level: -8.96 eV

Last column: Löwdin charge in e.
Geometry (Å):
S 2.4050 -0.1912 -0.1526  0.735
O -1.2775 -1.0905 -0.3343  0.011
O 0.4343 1.4624 -0.1038  -0.021
O -2.2471 0.8200 0.2570  0.066
C 0.8499 0.1891 0.1701  -0.837
C -2.2874 -0.2264 -0.3534  -0.296
C -0.2231 -0.8017 0.6093  -0.175
H -0.4874 -0.4655 1.6637  0.161
H -0.5562 1.3959 -0.0826  0.075
H -3.0855 -0.6068 -0.9881  0.156
H 0.3348 -1.7651 0.7409  0.125


(3)
Entry from the OMol25 dataset: 2 unconnected molecules or ions with the total composition C3H4O3S (ωB97M-V/def2-TZVPD).

Properties
* LUMO: -1.088 eV
* multiplicity: 1
* gap between HOMO and LUMO: 0.320 Ha
* molecular weight: 120.1 g/mol
* HOMO level: -9.79 eV

Last column: Löwdin charge in e.
Geometry (Å):
S -3.9547 0.0552 0.1318  0.867
O -4.0289 0.0035 -1.2965  -0.419
O -1.1999 -2.3440 0.5877  0.100
O -4.1120 1.3580 0.7144  -0.428
C -0.6143 -1.3387 0.2585  -0.414
C -0.5448 0.0776 0.5315  -0.090
C 0.5715 -0.6271 -0.2882  -0.042
H -1.1457 0.9380 0.1630  0.098
H 1.5563 -0.7520 0.2060  0.122
H -0.0547 0.3288 1.5696  0.155
H 0.7077 -0.5928 -1.2724  0.052


So which one wins? Going from most stable to least: (2), (1), (3).


(1)
Entry from the OMol25 dataset: a gas-phase ion, C6H17N2 (charge +1) (ωB97M-V/def2-TZVPD).

Properties
* LUMO: -3.596 eV
* multiplicity: 1
* gap between HOMO and LUMO: 0.347 Ha
* molecular weight: 117.2 g/mol
* total charge: +1
* HOMO level: -13.05 eV

Last column: Löwdin charge in e.
Geometry (Å):
N -0.2117 0.7490 0.0247  -0.055
N 2.6113 1.8404 -0.4581  0.209
C -0.8900 -0.5135 -0.3237  -0.213
C 1.3017 2.4473 -0.8841  -0.134
C 0.0546 -2.5263 0.9719  -0.080
C -2.4504 -1.9594 1.0248  -0.088
C 0.2776 1.3883 -1.2520  -0.206
C -1.0138 -1.4304 0.9250  -0.428
H -2.6114 -2.4195 2.0029  0.080
H -0.8799 -0.9194 1.8913  0.127
H -0.5393 -1.0986 -1.1790  0.123
H -0.1238 -3.2416 1.7748  0.083
H -3.3335 -1.3241 0.9365  0.078
H 3.0984 2.4933 0.1454  0.171
H 1.0313 -2.0519 0.9573  0.070
H 0.6235 0.6112 -1.9327  0.120
H -0.8859 1.4036 0.4039  0.117
H -0.0708 -3.2229 0.1371  0.079
H -1.9083 -0.3297 -0.7051  0.117
H 1.4060 3.1101 -1.7353  0.134
H 2.4171 0.9565 0.0322  0.167
H -2.4885 -2.7374 0.2453  0.087
H 3.1760 1.5513 -1.2591  0.177
H 0.8842 2.9558 -0.0167  0.133
H -0.6038 1.8230 -1.7354  0.133


(2)
Entry from the OMol25 dataset: a gas-phase ion, C6H17N2 (charge +1) (ωB97M-V/def2-TZVPD).

Properties
* LUMO: -2.859 eV
* multiplicity: 1
* gap between HOMO and LUMO: 0.374 Ha
* molecular weight: 117.2 g/mol
* total charge: +1
* HOMO level: -13.04 eV

Last column: Löwdin charge in e.
Geometry (Å):
N -0.7327 -1.5895 -0.4066  0.002
N -0.4139 1.2142 -0.0491  -0.091
C 0.2141 -1.0221 0.6390  -0.299
C 1.3194 -2.0088 0.9327  -0.020
C -0.1706 2.3884 -0.9049  -0.253
C 0.8675 3.3646 -0.3538  -0.078
C 0.6869 0.2828 0.0304  -0.211
C -1.6958 -2.5808 0.0982  0.006
H -2.3545 -2.1414 0.8323  0.108
H 1.8100 3.3273 -0.9071  0.076
H -0.7481 1.4868 0.8669  0.124
H 2.2795 -1.5211 1.0680  0.092
H 1.2267 -2.5942 1.8470  0.096
H 1.1452 3.0627 0.6577  0.070
H -2.3003 -2.9613 -0.7204  0.109
H 1.5895 0.6319 0.5589  0.135
H -1.1470 2.8527 -1.0335  0.112
H -1.1799 -0.7698 -0.8514  0.168
H 1.4543 -2.6930 0.1025  0.091
H 0.5573 4.4053 -0.3736  0.075
H 0.1186 2.0117 -1.8843  0.109
H -1.1545 -3.4286 0.5237  0.111
H 1.0322 0.0990 -0.9907  0.138
H -0.2140 -2.0181 -1.1766  0.176
H -0.4960 -0.8544 1.4436  0.151


(3)
Entry from the OMol25 dataset: a gas-phase ion, C6H17N2 (charge +1) (ωB97M-V/def2-TZVPD).

Properties
* LUMO: -2.846 eV
* multiplicity: 1
* gap between HOMO and LUMO: 0.380 Ha
* molecular weight: 117.2 g/mol
* total charge: +1
* HOMO level: -13.18 eV

Last column: Löwdin charge in e.
Geometry (Å):
N -0.6435 -1.3982 -0.5075  0.030
N -0.6760 1.2344 0.1046  -0.082
C -0.8631 -2.8679 -0.6148  0.009
C 0.4930 0.4571 0.5071  -0.205
C 0.0315 -0.9534 0.8183  -0.287
C 1.1252 -1.8990 1.2511  -0.037
C -0.4107 2.3191 -0.8535  -0.252
C 0.7895 3.2594 -0.5438  -0.069
H -1.3140 2.9034 -0.9269  0.107
H -1.5114 -0.8584 -0.5200  0.164
H 1.2423 0.4709 -0.2963  0.143
H 0.8232 -2.6131 2.0133  0.098
H -1.4777 -3.1330 0.2425  0.112
H -1.4048 -3.1872 -1.4915  0.104
H 1.2854 3.0097 0.3916  0.062
H -1.0822 1.6923 0.9129  0.124
H 1.5190 3.1645 -1.3406  0.073
H 0.0939 -3.3664 -0.5505  0.091
H 1.7406 -2.3530 0.4769  0.097
H -0.0203 -1.0879 -1.2492  0.169
H -0.8280 -0.9149 1.4834  0.157
H -0.2501 1.9136 -1.8535  0.103
H 1.0450 0.8847 1.3298  0.124
H 1.8098 -1.2913 1.8394  0.092
H 0.4290 4.2678 -0.3855  0.072


(4)
Entry from the OMol25 dataset: a gas-phase ion, C6H17N2 (charge +1) (ωB97M-V/def2-TZVPD).

Properties
* LUMO: -2.951 eV
* multiplicity: 1
* gap between HOMO and LUMO: 0.382 Ha
* molecular weight: 117.2 g/mol
* total charge: +1
* HOMO level: -13.35 eV

Last column: Löwdin charge in e.
Geometry (Å):
N 0.3906 -0.9447 0.5666  -0.059
N 1.2082 0.3352 -1.5017  0.173
C 2.1539 2.0246 0.0696  -0.056
C -2.0884 -1.1597 1.3316  -0.060
C -1.4896 -1.0802 -1.1219  -0.057
C 0.8902 1.2105 -0.2683  -0.329
C -0.9936 -1.4350 0.2673  -0.398
C 0.4778 0.4480 0.9344  -0.197
H -1.1010 -0.0347 -1.4068  0.077
H 0.2566 -0.0850 -1.9519  0.170
H 1.8098 -0.3590 -1.1068  0.135
H 2.6762 2.6630 -0.6284  0.084
H 1.7669 2.8251 0.7507  0.114
H 0.2163 2.0464 -0.6522  0.170
H -2.5485 -0.1746 1.3561  0.078
H 0.8249 -1.6098 1.2885  0.167
H -2.9664 -1.7950 1.0998  0.103
H -0.5613 0.7606 1.2585  0.140
H 2.8396 1.4842 0.7105  0.085
H 1.6976 0.9372 -2.1717  0.162
H -1.8791 -1.3376 2.2991  0.037
H -2.5613 -0.9449 -1.3565  0.104
H -0.9509 -2.5345 0.3273  0.141
H -1.2387 -1.8470 -1.8427  0.087
H 1.1702 0.6068 1.7489  0.128


So which one wins? Going from most stable to least: (2), (3), (1), (4).


(1)
Entry from the OMol25 dataset: 5 unconnected molecules or ions with the total composition CH10O6 (ωB97M-V/def2-TZVPD).

Properties
* LUMO: 0.359 eV
* multiplicity: 1
* gap between HOMO and LUMO: 0.427 Ha
* molecular weight: 118.1 g/mol
* HOMO level: -11.26 eV

Last column: Löwdin charge in e.
Geometry (Å):
O 0.7096 1.6992 -0.8626  -0.027
O -1.6247 -2.2909 0.2238  -0.004
O -0.6123 0.3376 1.6543  0.015
O 3.2123 -0.0452 0.3021  -0.063
O 0.6610 -0.9389 -1.9813  -0.064
O -2.8982 0.2617 1.3935  0.121
C -1.8964 0.8638 1.4551  -0.358
H 3.9890 0.2789 -0.2285  0.072
H 0.4578 1.0392 -1.5100  0.017
H -2.4594 -2.5960 -0.0434  0.018
H 2.6018 0.6710 0.1932  -0.017
H -0.0553 -1.5570 -1.6968  0.055
H -1.7527 1.9386 1.5792  0.137
H -1.8061 -1.7187 0.9247  -0.030
H 1.3152 -1.0997 -1.2948  0.029
H 0.2133 2.4700 -1.0332  0.029
H -0.0547 0.6863 0.9249  0.071


(2)
Entry from the OMol25 dataset: 5 unconnected molecules or ions with the total composition CH10O6 (ωB97M-V/def2-TZVPD).

Properties
* LUMO: 0.280 eV
* multiplicity: 1
* gap between HOMO and LUMO: 0.415 Ha
* molecular weight: 118.1 g/mol
* HOMO level: -11.00 eV

Last column: Löwdin charge in e.
Geometry (Å):
O 2.1415 1.8508 -1.1325  -0.053
O -1.7072 1.1898 -0.2482  -0.030
O 1.0219 -1.1504 -0.8193  0.037
O 0.3865 -0.1794 1.8824  -0.042
O 0.3049 -0.8036 -2.8929  0.105
O -2.4175 -1.1404 2.1513  -0.023
C 1.2160 -0.9835 -2.1485  -0.377
H 1.3070 -0.4599 -0.2315  0.049
H -2.9951 -1.1894 1.3939  0.046
H -1.2872 0.4412 -0.6384  0.003
H 2.2164 -1.2012 -2.5328  0.140
H 1.4970 1.6719 -0.4323  0.026
H -2.9181 -0.5584 2.7054  0.043
H 0.9984 -0.8263 1.5541  0.018
H -0.4979 -0.3463 1.5256  -0.005
H -1.8423 1.0255 0.6852  0.010
H 2.5758 2.6598 -0.8215  0.052


So which one wins? Going from most stable to least: (1), (2).